Computed, not measured: 2 unconnected molecules or ions with the total composition C32H49N2O10PS2 in a non-equilibrium geometry, with ωB97M-V/def2-TZVPD.

Last column: Mulliken charge in e.
Element x y z (Å)
C  2.03416  -3.18997  1.44541  -0.14
C  1.15167  -3.66758  0.73739  -0.04
C  -0.12610  -4.32202  0.07399  -1.64
C  -0.81614  -3.25368  -0.86488  0.42
C  -0.05990  -2.97318  -2.18387  0.56
C  1.26171  -3.71188  -2.60490  -1.30
C  2.56021  -2.79346  -2.70222  -0.45
C  2.81439  -1.87820  -1.43736  0.26
C  3.74586  -0.60996  -1.72912  0.08
C  4.14210  0.34200  -0.61284  -0.46
C  5.00674  1.55376  -0.83467  -0.62
C  5.51201  1.90737  -2.21300  -0.46
C  5.14856  0.97450  -3.32861  -0.54
C  4.29698  -0.26659  -3.09305  -0.31
C  -0.74197  -1.91985  -3.09135  0.39
O  -0.05399  -1.65318  -4.27920  -0.49
C  0.69953  -0.41547  -4.02928  0.47
C  1.58717  0.01336  -5.27672  -1.46
C  -2.04373  -1.25438  -2.69493  -0.33
S  -2.77760  -0.08111  -3.88502  1.25
C  -4.41193  -0.83894  -4.39161  -1.03
O  -2.03889  0.11238  -5.14157  -0.62
O  -3.10930  1.24895  -3.32260  -0.57
N  -2.67285  -1.55200  -1.42295  0.28
C  -3.91336  -0.87376  -0.98680  -0.96
C  -3.66859  0.20525  0.17980  0.65
C  -2.89550  1.49602  -0.30581  1.44
S  -4.12596  2.81219  -0.76493  1.35
O  -5.43735  2.21714  -1.12607  -0.65
O  -4.36310  3.65152  0.42965  -0.67
O  -3.54451  3.80540  -1.95646  -0.44
C  -2.11485  -2.53469  -0.51514  0.33
P  -2.82315  -3.08291  1.09535  1.03
O  -4.06397  -2.43795  1.61961  -0.74
O  -1.63181  -2.92429  2.28447  -0.55
O  -3.16438  -4.74518  0.92453  -0.58
H  2.55185  -2.51372  2.18494  0.39
H  -0.76356  -4.72861  0.90556  0.30
H  0.15720  -5.22346  -0.56625  0.61
H  1.52837  -4.61028  -1.97619  0.26
H  1.07899  -4.12023  -3.65909  0.46
H  2.53489  -2.25439  -3.69213  -0.07
H  3.45327  -3.50650  -2.76625  0.57
H  3.42589  -2.50598  -0.70834  0.62
H  1.87171  -1.45624  -0.98208  -0.20
H  3.76324  0.07635  0.42074  0.34
H  5.31318  2.25374  0.00322  0.32
H  6.13312  2.80723  -2.46652  0.34
H  5.50119  1.18829  -4.38673  0.32
H  4.11064  -0.90294  -4.00067  0.33
H  0.00303  0.46686  -3.82104  0.35
H  1.38101  -0.48529  -3.13019  -0.07
H  2.36648  -0.77992  -5.46777  0.25
H  0.89996  0.22206  -6.14603  0.43
H  2.11653  0.97790  -4.96954  0.26
H  -5.26550  -0.33823  -3.83286  0.32
H  -4.51423  -0.69817  -5.51710  0.42
H  -4.35442  -1.95370  -4.20922  0.29
H  -4.47473  -0.31135  -1.78415  -0.01
H  -4.62877  -1.70016  -0.65349  0.45
H  -3.05677  -0.23438  1.03886  -1.06
H  -4.67957  0.45228  0.64442  0.61
H  -2.09901  1.32471  -1.08617  0.29
H  -2.35249  1.91600  0.60763  -1.12
H  -2.56930  3.70548  -2.04741  0.37
H  -2.01571  -2.46339  3.05840  0.36
H  -3.55847  -4.79842  0.02481  0.40
C  -0.79471  0.21590  3.49868  -1.43
C  0.23443  1.25607  3.00877  1.85
C  -0.46923  2.61090  2.78037  -0.67
C  -0.90451  3.34217  4.04850  -1.00
C  -0.03854  3.01808  5.26614  -1.35
C  1.37790  2.50326  4.93504  1.45
N  1.24829  1.32107  4.07312  0.89
O  2.41180  0.78019  3.74830  -0.71
C  2.00642  2.07512  6.27549  -1.81
C  2.22490  3.64612  4.35189  -1.62
C  0.73035  0.79599  1.62868  -1.70
H  -0.32867  -0.76378  3.63281  0.39
H  -1.61162  0.09562  2.77833  0.06
H  -1.24097  0.49982  4.45454  0.39
H  0.19712  3.27170  2.21669  0.62
H  -1.34501  2.47538  2.13641  -0.70
H  -0.88684  4.41902  3.85609  0.45
H  -1.94572  3.09946  4.27878  0.29
H  0.01600  3.89987  5.91109  0.56
H  -0.56128  2.26086  5.86090  0.36
H  1.46659  1.22870  6.70925  0.42
H  1.97153  2.89365  7.00006  0.40
H  3.05394  1.78551  6.16347  0.36
H  2.27544  4.47944  5.05907  0.39
H  1.82287  4.04246  3.41696  0.32
H  3.25260  3.32934  4.15961  0.38
H  -0.10401  0.72749  0.92274  -0.05
H  1.19003  -0.19407  1.66463  0.21
H  1.45570  1.49844  1.20831  0.63

Computed properties:
Highest occupied orbital energy   -5.11 eV
Total charge   0

Computed, not measured: 6 unconnected molecules or ions with the total composition C32H50BF5N2O8S in a non-equilibrium geometry, with ωB97M-V/def2-TZVPD.

Last column: Mulliken charge in e.
Element x y z (Å)
C  -2.85427  3.48892  -0.91653  -0.40
O  -3.44669  2.63967  0.14782  -0.47
B  -2.60528  1.42215  0.37552  0.82
O  -1.54868  1.53696  1.41398  -0.60
C  -2.77363  0.03738  -0.49162  -1.01
C  -1.76444  -1.24842  -0.16039  -0.07
S  -1.86789  -2.06876  1.52340  -0.32
N  -0.32020  -0.82208  -0.22106  0.31
C  0.35903  -1.36694  -1.27926  0.23
C  0.51227  -0.38114  -2.62208  -0.71
C  1.06759  -2.84472  -1.34117  -1.07
N  -2.31081  -2.31350  -1.07657  -0.37
C  -3.84317  -2.12498  -1.06280  -0.56
O  -4.58062  -3.20913  -1.31169  -0.57
C  -4.31368  -0.54393  -0.78576  1.89
C  -4.78977  0.36638  -2.06271  -0.44
C  -4.77981  -0.40382  -3.51126  0.40
C  -6.23835  -0.56348  -4.31463  -0.32
C  -6.40887  -1.26722  -5.78790  -0.44
C  -5.07938  -1.87132  -6.53447  -0.35
C  -3.59180  -1.74273  -5.78318  -0.62
C  -3.46984  -1.00751  -4.29054  0.06
C  -5.42869  -0.45038  0.41322  0.70
F  -4.89596  -0.86904  1.76425  -0.31
F  -5.94846  0.95010  0.64321  -0.33
C  -6.77310  -1.37627  0.17453  0.57
F  -7.11139  -1.62378  -1.24461  -0.18
F  -7.93571  -0.59523  0.74191  -0.28
F  -6.70576  -2.67949  0.87818  -0.23
H  -3.73025  3.70575  -1.69811  0.18
H  -2.00435  2.93173  -1.53568  0.14
H  -2.50034  4.54252  -0.54069  0.21
H  -1.03389  2.40494  1.25326  0.28
H  -2.32994  0.36918  -1.54937  -0.09
H  -0.89530  -1.56168  2.41665  0.16
H  1.61425  0.06652  -2.66305  0.37
H  -0.21345  0.55760  -2.50748  0.04
H  0.29696  -0.98293  -3.60256  0.28
H  2.21910  -2.73624  -1.63807  0.36
H  1.04154  -3.33239  -0.27717  0.28
H  0.57427  -3.51599  -2.16371  0.27
H  -2.15613  -2.22375  -2.10414  0.38
H  -4.15092  1.36232  -2.21386  0.05
H  -5.90776  0.75583  -1.90759  0.41
H  -7.20846  -0.10318  -3.79324  0.19
H  -7.47747  -1.30461  -6.29879  0.28
H  -5.18657  -2.35510  -7.60512  0.27
H  -2.64755  -2.19293  -6.35744  0.26
H  -2.39975  -0.91212  -3.82726  0.24
C  3.78028  1.81277  2.15620  -1.17
C  2.66790  1.71659  1.14657  0.85
C  1.54632  0.75609  1.43928  -0.56
O  2.67506  2.39659  0.12177  -0.59
H  4.51932  2.54455  1.81316  0.25
H  3.38113  2.14343  3.11836  0.41
H  4.27163  0.84217  2.26117  0.26
H  1.04761  1.03970  2.36950  0.38
H  1.93821  -0.26152  1.51230  0.32
H  0.81541  0.79261  0.62451  -0.01
C  -8.61516  -5.33969  4.94038  -1.03
C  -9.17496  -5.70457  3.59149  0.73
C  -8.61246  -4.99163  2.39087  -0.91
O  -10.05808  -6.55259  3.47472  -0.58
H  -9.11492  -5.93325  5.71322  0.29
H  -7.54461  -5.55761  4.96961  0.30
H  -8.79374  -4.28057  5.14255  0.30
H  -7.54178  -5.19407  2.30650  0.30
H  -8.79095  -3.91705  2.47954  0.26
H  -9.11045  -5.35619  1.48615  0.32
C  6.88104  1.99084  0.19888  -1.02
C  7.35275  0.76852  0.94011  0.92
C  8.81877  0.68011  1.27047  -1.10
O  6.57047  -0.12378  1.26340  -0.58
H  5.80160  1.91801  0.02895  0.09
H  7.08204  2.88603  0.79273  0.29
H  7.38406  2.05535  -0.76927  0.40
H  9.10610  1.51690  1.91209  0.33
H  9.40803  0.68624  0.35005  0.32
H  9.01434  -0.25517  1.80566  0.39
C  11.63453  -0.28738  4.19544  -1.10
C  11.74812  -0.87051  2.81230  0.83
C  13.12336  -1.24528  2.32810  -1.13
O  10.75548  -1.03446  2.10488  -0.55
H  10.58394  -0.06484  4.41017  0.27
H  11.99741  -1.00746  4.93314  0.35
H  12.20815  0.64099  4.25544  0.32
H  13.55257  -2.00807  2.98261  0.34
H  13.76323  -0.35957  2.30495  0.33
H  13.05242  -1.65304  1.31415  0.29
C  1.84022  5.34891  -1.74813  -0.99
C  0.89020  5.76870  -0.65852  0.80
C  1.34985  6.84784  0.28507  -1.12
O  -0.21899  5.24992  -0.54350  -0.50
H  1.37496  4.56269  -2.35209  0.21
H  2.06340  6.20103  -2.39505  0.40
H  2.75936  4.95414  -1.30786  0.25
H  1.55117  7.76676  -0.27128  0.34
H  2.24712  6.51978  0.81585  0.32
H  0.56193  7.04792  1.01894  0.29

Computed properties:
Highest occupied orbital energy   -7.97 eV
Structure (SMILES)   COB(O)[C@H]1[C@](S)(N=C(C)C)NC(=O)[C@@]1(Cc1ccccc1)C(F)(F)C(F)(F)F.CC(C)=O.CC(C)=O.CC(C)=O.CC(C)=O.CC(C)=O
Total charge   0